No. 1
2 unconnected molecules or ions with the total composition H4P4S in a non-equilibrium geometry, computed with ωB97M-V/def2-TZVPD.

CARTESIAN COORDINATES (ANGSTROEM)
P1 -0.41795 0.22325 0.81447
P2 -1.32163 0.63108 -2.52255
P3 1.58717 -0.66200 3.38122
P4 0.57944 -1.32819 1.43070
S1 -1.56343 0.17248 -4.54368
H1 -1.10591 1.87082 -2.75338
H2 -2.56833 1.07155 -2.25127
H3 2.71595 -0.07033 2.68522
H4 2.09468 -1.90866 3.75928

Properties
- Orbital gap (spin up / spin down): 7.36 / 5.89 eV
- Charge: 0


No. 2
C7H5F3S in the gas phase in a non-equilibrium geometry, computed with ωB97M-V/def2-TZVPD.

CARTESIAN COORDINATES (ANGSTROEM)
C1 1.93869 0.88380 -0.15125
C2 2.31927 -0.39869 0.03467
C3 0.60423 1.24848 -0.25156
C4 1.33356 -1.39766 0.17492
C5 -0.40423 0.24550 -0.19752
C6 -0.03030 -1.06787 0.13486
C7 -1.85373 0.56969 -0.18699
F1 -0.83967 -2.06818 0.53192
F2 -2.00327 1.88486 -0.22932
F3 -2.53539 0.03822 -1.24583
S1 -2.76517 -0.05271 1.34588
H1 2.66350 1.61385 -0.33283
H2 3.33110 -0.66227 0.18832
H3 0.31822 2.20578 -0.46622
H4 1.63034 -2.49138 0.20217
H5 -3.70716 -0.55142 0.44879

Properties
- Orbital gap: 10.09 eV
- SMILES: Fc1ccccc1C(F)(F)S
- Charge: 0


No. 3
A molecular structure, C39H40N7O4P2PmS in a non-equilibrium geometry, computed with ωB97M-V/def2-TZVPD.

CARTESIAN COORDINATES (ANGSTROEM)
Pm1 -0.26323 2.34302 0.30446
O1 -1.93498 4.30365 3.78253
C1 -1.78161 3.65934 2.74787
O2 -0.64288 3.17789 2.29030
C2 -2.98212 3.28997 1.87088
C3 -4.24989 3.80228 2.27184
C4 -5.35120 3.64060 1.47595
C5 -5.15429 2.87327 0.28300
C6 -6.20453 2.70803 -0.67176
C7 -6.01033 2.03410 -1.81615
C8 -4.73334 1.49393 -2.13743
C9 -3.68213 1.64072 -1.26258
C10 -3.88109 2.37505 -0.05622
N1 -2.81020 2.54683 0.79728
H1 -4.28893 4.38697 3.15901
H2 -6.34746 3.94554 1.82346
H3 -7.15682 3.12750 -0.46825
H4 -6.86474 1.84745 -2.41024
H5 -4.61997 1.00381 -3.07400
H6 -2.70611 1.14651 -1.40519
C11 1.29852 -6.63874 -1.66819
S1 0.20093 -5.27831 -1.18898
C12 0.83738 -4.80846 0.44234
C13 1.27170 -3.34890 0.39640
C14 0.09107 -2.47892 -0.04257
N2 0.29961 -1.01229 0.07343
P1 0.50856 -0.06464 -1.35108
C15 2.10240 -0.41147 -2.14414
C16 2.28600 -1.63797 -2.78468
C17 3.52022 -2.01547 -3.34803
C18 4.55369 -1.09400 -3.23086
C19 4.35864 0.11924 -2.59139
C20 3.15667 0.48195 -2.08242
C21 -0.71098 -0.54684 -2.58237
C22 -1.85402 -1.24935 -2.18407
C23 -2.80267 -1.51957 -3.18108
C24 -2.60119 -1.14710 -4.52186
C25 -1.52428 -0.31297 -4.84347
C26 -0.60088 -0.01068 -3.84865
P2 0.34592 -0.24886 1.55260
C27 -0.76011 -1.08525 2.66042
C28 -1.88325 -0.38312 3.09282
C29 -2.81412 -0.98422 3.89989
C30 -2.57701 -2.35869 4.28360
C31 -1.35650 -3.00830 3.94376
C32 -0.45761 -2.36719 3.12575
C33 2.05176 -0.48246 2.22285
C34 2.31271 -0.21725 3.52440
C35 3.63451 -0.16982 4.00041
C36 4.70064 -0.31504 3.14983
C37 4.43006 -0.65468 1.84590
C38 3.12887 -0.73209 1.35594
H7 0.80858 -7.25781 -2.39446
H8 1.55190 -7.24441 -0.79387
H9 2.21605 -6.20719 -2.09595
H10 1.74018 -5.37275 0.67359
H11 0.02397 -4.91092 1.19612
H12 2.14584 -3.19463 -0.28603
H13 1.58676 -2.98733 1.39428
H14 -0.87133 -2.63150 0.46835
H15 -0.03919 -2.81967 -1.06619
H16 1.47298 -2.29108 -3.01150
H17 3.61939 -3.01551 -3.80335
H18 5.58206 -1.31263 -3.52970
H19 5.20865 0.80721 -2.40130
H20 3.05519 1.43513 -1.57101
H21 -2.01697 -1.59929 -1.13637
H22 -3.72206 -2.03461 -2.84291
H23 -3.34292 -1.47615 -5.20712
H24 -1.37360 -0.03863 -5.88520
H25 0.24396 0.61986 -4.20060
H26 -2.06256 0.65279 2.80870
H27 -3.72098 -0.43003 4.17743
H28 -3.20198 -2.96330 4.89140
H29 -1.09422 -4.03413 4.26384
H30 0.53211 -2.81049 2.91583
H31 1.49202 -0.03708 4.24487
H32 3.70379 -0.01321 5.13008
H33 5.69974 -0.35511 3.54935
H34 5.25844 -0.88861 1.23082
H35 2.98847 -1.02034 0.30369
N3 2.29192 2.80864 1.50007
N4 2.97234 3.89694 0.88599
C39 2.47584 4.45716 -0.25717
N5 3.37177 5.03932 -1.08755
N6 1.16500 4.17497 -0.46120
N7 0.44383 4.57025 -1.58731
O3 0.71541 5.49931 -2.26274
O4 -0.50478 3.81521 -1.76440
H36 2.03186 3.11737 2.42928
H37 2.83069 1.94739 1.62059
H38 3.82379 4.21343 1.30661
H39 4.34465 4.81263 -1.04263
H40 3.07201 5.71378 -1.78362

Properties
- Orbital gap (spin up / spin down): 6.63 / 6.64 eV
- Charge: +2
- ⟨S²⟩: 6.01
- 2S+1: 5


No. 4
C3H5NO2 in the gas phase in a non-equilibrium geometry, computed with ωB97M-V/def2-TZVPD.

CARTESIAN COORDINATES (ANGSTROEM)
O1 -1.27961 0.81779 0.84874
C1 -0.40945 0.70639 -0.26795
C2 0.47971 -0.49025 0.07639
O2 -0.30302 -1.63882 0.27935
C3 1.60108 -0.69015 -0.87302
N1 2.59106 -0.72718 -1.47250
H1 -2.05461 1.34019 0.60851
H2 -0.96939 0.52001 -1.19368
H3 0.21010 1.60315 -0.38881
H4 1.02448 -0.22226 0.99249
H5 -1.00186 -1.35247 0.89623

Properties
- Orbital gap: 11.42 eV
- SMILES: N#C[C@H](O)CO
- Charge: 0


Record-wise energy relative to the best compared isomer or geometry (same formula, charge and spin) values, in kJ/mol: 272.6; 0.0; 17.8; 152.6
Record-wise DFT total energy values, in eV: -48051.269; -26326.953; -105667.059; -8776.113